18
Properties=species:S:1:pos:R:3 method="wB97M-V/def2-TZVPD" homo_ev="-11.850 / -12.133" lumo_ev="-5.221 / -4.583" charge=+1 e_tot_ev=-10922.7042
C -0.83619 -0.39308 0.51525
C 0.40515 -0.60675 -1.59416
C -0.50350 0.83915 1.00842
C 1.19397 -1.71926 -2.07459
C 0.27387 1.84632 0.27403
N -0.83064 0.98594 2.28309
O -1.69550 -1.11428 1.25246
O -0.30569 -0.95146 -0.56154
H 0.49002 0.47110 -1.94906
H 2.02553 -1.80228 -1.33820
H 1.50654 -1.58675 -3.15981
H 0.57418 -2.55403 -1.80379
H 1.16152 1.36156 -0.21375
H 0.52234 2.78616 0.77710
H -0.40364 2.29073 -0.49025
H -1.46355 -2.01029 1.51545
H -1.45642 0.31675 2.76587
H -0.65799 1.84047 2.79347

=====

18
Properties=species:S:1:pos:R:3 method="wB97M-V/def2-TZVPD" homo_ev=-14.976 smiles="COC(=O)[C@H]1[NH2+][C@@H]1C" lumo_ev=-2.987 charge=+1 e_tot_ev=-10923.0271
C -1.27039 0.48490 -0.15338
C 0.47119 0.05106 -0.55363
C 1.49361 -0.03021 0.49574
C 2.78072 -0.84907 0.14675
C -3.38990 -0.60369 0.11639
N 1.17066 1.30652 -0.24249
O -1.44286 1.52013 0.39938
O -2.01846 -0.52449 -0.30792
H 0.61750 -0.33731 -1.59789
H 1.16103 -0.06487 1.57228
H 3.04206 -0.79705 -0.88233
H 2.82927 -1.92566 0.42763
H 3.48218 -0.20626 0.79542
H -3.84704 -1.65887 0.15376
H -4.07936 -0.12256 -0.61999
H -3.42997 0.06923 0.98104
H 1.87568 1.60448 -0.87904
H 0.55406 2.08372 0.14827

=====

18
Properties=species:S:1:pos:R:3 method="wB97M-V/def2-TZVPD" homo_ev=-14.542 smiles="OC[C@]1(O)CC=C[NH2+]1" lumo_ev=-3.236 charge=+1 e_tot_ev=-10923.4814
C -1.26557 1.48683 -0.12636
C -0.05710 1.85279 -0.58831
C -1.32086 0.20336 0.61091
C 0.04487 -0.48775 0.46179
C 0.19961 -1.42370 -0.73265
N 0.89118 0.81135 -0.16400
O 0.72112 -0.96893 1.51454
O 1.51817 -1.39124 -1.32606
H -2.17417 2.19886 -0.18037
H 0.30404 2.52138 -1.23262
H -1.31578 0.34417 1.73091
H -2.22518 -0.51181 0.43975
H -0.58314 -1.20135 -1.44460
H -0.04053 -2.37092 -0.26111
H 1.46448 0.11071 -0.94064
H 1.58722 1.15703 0.48032
H 0.16440 -0.68856 2.28412
H 2.08724 -1.64223 -0.52562

=====

19
Properties=species:S:1:pos:R:3 method="wB97M-V/def2-TZVPD" homo_ev="-7.281 / -8.515" lumo_ev="-1.348 / 0.615" charge=0 e_tot_ev=-20215.4758
C 0.69179 -0.64194 1.21698
C 0.53531 0.85453 0.94272
C -0.78048 -1.50615 -0.49332
C 0.38428 1.23744 -0.58054
C -0.69754 -2.37312 -1.70811
N -0.54413 1.09627 1.82701
O 1.16883 -1.01298 2.24712
O 0.17590 -1.49218 0.36763
P -0.31578 0.84936 3.39009
H 1.39596 1.49574 1.35621
H -1.71098 -1.00904 -0.35535
H 1.39762 1.40294 -1.04629
H -0.19455 2.12839 -0.38388
H -0.17226 0.45900 -1.22095
H -1.38310 -1.91676 -2.53132
H -0.95059 -3.49625 -1.33364
H 0.39414 -2.31754 -2.05390
H -1.38959 1.72444 3.78231
H 0.71432 1.94704 3.72428

=====

19
Properties=species:S:1:pos:R:3 method="wB97M-V/def2-TZVPD" homo_ev=-15.755 smiles="C=CS(=O)(=O)[N+]1(C)CC1" lumo_ev=-4.598 charge=+1 e_tot_ev=-21756.6749
C -2.68042 0.71921 -0.35517
C -2.01332 -0.26467 0.24422
C 2.09897 0.28628 0.56622
C 1.40209 1.09629 -0.41405
C 0.57240 -1.22521 -0.95874
N 0.78958 -0.11348 -0.00581
O -0.54091 1.39019 1.65105
O -0.14377 -1.05879 2.20472
S -0.58149 -0.02046 1.28099
H -3.44965 0.51263 -1.10351
H -2.73019 1.76052 -0.13954
H -2.07876 -1.33819 0.17534
H 2.85514 -0.38406 0.13711
H 2.25945 0.35627 1.70694
H 0.77297 1.85444 0.10245
H 1.75675 1.07564 -1.44117
H -0.05221 -0.98118 -1.74201
H 1.54566 -1.61309 -1.45701
H 0.21770 -2.05235 -0.45205

=====

20
Properties=species:S:1:pos:R:3 method="wB97M-V/def2-TZVPD" homo_ev=-17.101 lumo_ev=-14.492 charge=+2 e_tot_ev=-17650.2778
Tl -0.70636 -2.11726 1.59061
C 1.77062 -4.68884 -1.86552
C 1.22388 -3.82016 -0.74056
O 1.34668 -4.00047 0.51320
O 0.58747 -2.82030 -1.07991
H 2.54465 -4.12347 -2.38448
H 0.93254 -4.90204 -2.52905
H 2.10831 -5.62715 -1.42545
C 0.35134 3.07501 1.51419
C -0.60931 1.87797 1.36270
O -0.53862 0.82222 2.11134
N -1.53633 1.94831 0.43298
C -1.77170 3.12859 -0.47385
H 1.05372 3.24205 0.69757
H 0.95895 2.81514 2.38101
H -0.28239 3.92595 1.76395
H -2.11840 1.12958 0.32824
H -2.73764 3.04566 -0.97204
H -0.97820 2.98586 -1.20740
H -1.59920 4.10334 -0.01754

=====

18
Properties=species:S:1:pos:R:3 method="wB97M-V/def2-TZVPD" homo_ev="-7.316 / -8.267" lumo_ev="-1.234 / 0.663" charge=0 e_tot_ev=-18171.4263
C 1.46348 -0.31346 -0.72867
C 0.35242 0.71830 -0.92661
C 0.86269 -1.32326 0.25939
C -0.38131 0.76500 0.42778
C -0.11266 -0.54332 1.03517
N -1.78827 1.07682 0.36211
O -2.25280 -1.33692 -0.40106
P -2.95253 -0.04675 -0.21705
H 1.74613 -0.78648 -1.66629
H 2.35155 0.15636 -0.30359
H 0.72242 1.69426 -1.23327
H -0.36114 0.35599 -1.66480
H 0.33344 -2.10705 -0.29355
H 1.59971 -1.82087 0.89200
H 0.05041 1.54198 1.07738
H -0.54780 -0.85956 1.96444
H -2.00046 2.05117 0.22984
H -3.71090 -0.15907 0.99848